(i)
{
  "formula": "C19H24N4O3",
  "method": "ωB97M-V/def2-TZVPD",
  "lumo_ev": 0.21,
  "smiles": "CC#CC[C@H](NC(=O)c1ncn2ccccc12)C(=O)N[C@H](CO)CCC",
  "gap_ev": 8.5319,
  "symbols": ["N", "C", "N", "H", "C", "C", "C", "H", "H", "H", "C", "H", "H", "O", "H", "H", "C", "H", "C", "O", "O", "C", "C", "H", "H", "C", "C", "C", "H", "H", "H", "N", "C", "C", "C", "H", "C", "H", "C", "H", "C", "C", "H", "N", "H", "H", "H", "H", "H", "H"],
  "positions_angstrom": [[1.0449, -1.4441, 3.2791], [0.5567, -0.4168, 2.5227], [0.0414, -1.8758, 0.7299], [-0.4453, 1.9672, -6.4347], [0.1512, 0.9919, -3.8896], [-0.6188, -2.3716, -0.4736], [0.6984, 0.7839, 3.1958], [0.8482, 3.1639, -6.5176], [-0.4183, 3.3158, -5.3000], [1.9323, -1.4405, 5.2158], [0.9159, 0.0218, -2.9965], [-0.5421, -0.0910, -1.4825], [-2.2355, -0.9181, -0.5907], [0.9780, -2.7175, -2.2273], [1.4102, -0.7389, -3.6034], [-3.9767, -4.4902, 2.8785], [-4.1152, -3.4148, 2.7673], [-0.5932, 0.4179, -4.4492], [-3.4115, -2.9189, 1.5874], [1.4280, 1.7224, -1.3066], [-0.4732, 0.3403, 0.5412], [1.0328, 1.7683, -4.8594], [-2.8363, -2.5143, 0.6158], [0.4941, 4.1158, 3.7239], [0.8786, 1.3175, -0.6190], [0.7103, 3.0701, 3.8931], [1.9735, 0.6999, -2.1242], [0.3998, 2.1502, 2.9481], [0.4179, -2.5507, 1.3786], [2.0748, 1.0075, 6.2596], [-5.1843, -3.2169, 2.6900], [-0.0250, -0.6760, -2.1263], [1.6103, 1.3797, 5.3587], [0.2107, 2.6013, -5.8349], [0.1924, -1.9447, -1.7092], [1.6679, 1.0701, -5.4147], [1.4807, -0.9170, 4.3894], [1.7040, 2.4252, -4.3013], [-0.0145, -0.6114, 1.1869], [-0.3988, 1.6972, -3.2589], [1.3274, 2.6753, 5.1229], [-2.1073, -1.9984, -0.5427], [1.5734, 3.4118, 5.8734], [1.2973, 0.4420, 4.3995], [-0.0663, 2.4087, 2.0096], [2.4715, -0.0673, -1.5205], [-2.5170, -2.4178, -1.4641], [-0.5310, -3.4551, -0.4405], [-3.7447, -2.9291, 3.6700], [2.7319, 1.1713, -2.7496]]
}



(ii)
{
  "formula": "C19H24N4O3",
  "method": "ωB97M-V/def2-TZVPD",
  "lumo_ev": 0.22,
  "smiles": "CC#CC[C@H](NC(=O)c1ncn2ccccc12)C(=O)N[C@H](CO)CCC",
  "gap_ev": 8.1074,
  "symbols": ["H", "H", "C", "N", "C", "N", "N", "H", "H", "H", "H", "O", "C", "C", "C", "H", "C", "C", "C", "H", "H", "C", "H", "C", "C", "C", "H", "C", "H", "C", "H", "C", "C", "H", "H", "H", "H", "O", "C", "H", "H", "C", "H", "H", "H", "H", "C", "O", "H", "N"],
  "positions_angstrom": [[1.8656, 3.5265, -3.0714], [-2.7014, -4.9306, 3.2867], [0.2933, 1.6197, -1.0370], [-0.3645, 0.8752, -0.1441], [0.8229, 0.8846, -2.1514], [0.6725, -0.4262, -2.3129], [1.8506, 0.2804, -4.0577], [-0.4545, -0.0994, -0.3840], [3.1520, -2.6962, 2.1626], [0.3113, -4.5704, 3.7360], [-3.6545, 5.8307, -1.4139], [2.2129, -2.5383, 2.0321], [2.7927, 2.7365, -4.8652], [2.5647, 0.3628, -5.2243], [-1.0238, 0.2585, 2.2014], [-0.9374, -3.8193, 4.7024], [2.0638, 2.6495, -3.6744], [1.5752, 1.3979, -3.2483], [-2.6578, 4.1306, -0.6735], [-0.2048, -1.4133, 4.0997], [-0.4640, -3.3074, 1.7147], [-2.5976, 3.1205, 0.0088], [2.7180, -0.5563, -5.7685], [3.0446, 1.6047, -5.6384], [-0.7464, -2.9715, 2.7142], [-2.5062, 1.9011, 0.8336], [-0.4847, 2.1333, 1.4963], [1.6395, -2.0861, 3.2520], [-1.7820, -2.6359, 2.6289], [-2.6843, 5.3428, -1.5017], [-1.4398, -5.6787, 2.3098], [-1.0745, 1.3188, 1.0707], [0.1295, -1.7581, 3.1157], [-2.9821, 2.1531, 1.7828], [3.1675, 3.6981, -5.1930], [0.6258, -0.6274, 1.4078], [-2.5046, 5.0767, -2.5430], [0.4875, 2.8251, -0.9238], [-0.6991, -4.1615, 3.6937], [-1.9036, 6.0265, -1.1688], [1.8147, -2.8045, 4.0536], [1.2730, -0.7848, -3.4265], [2.1737, -1.1837, 3.5557], [1.3237, -1.7847, -3.8252], [-3.1397, 1.1496, 0.3626], [-1.6153, -6.1139, 4.0061], [-1.6694, -5.2842, 3.3005], [-1.8380, 0.3020, 3.1227], [3.6113, 1.6988, -6.5566], [-0.0561, -0.6715, 2.1524]]
}



Most stable: (i) (next structure +18.5 kcal/mol)



(i)
{
  "formula": "C3H11N2OS",
  "method": "ωB97M-V/def2-TZVPD",
  "lumo_ev": 3.62,
  "charge": -1,
  "gap_ev": 6.1718,
  "symbols": ["N", "S", "N", "H", "H", "C", "H", "O", "H", "H", "H", "H", "H", "H", "H", "H", "C", "C"],
  "positions_angstrom": [[0.1763, 0.7276, -0.9722], [-1.9677, -0.6810, -2.6685], [0.5661, 0.6445, 1.7897], [-2.1013, -1.7447, -0.5348], [-2.6477, 0.0281, -0.5091], [-0.7124, 0.2240, 1.1877], [0.9066, -0.1041, 2.3944], [3.4345, 0.1565, -0.0884], [3.4078, -0.7465, -0.4221], [1.2323, 0.7360, 1.0352], [0.0848, -1.1849, -0.2763], [2.5008, 0.3058, 0.1477], [-1.1971, -0.5410, 1.7961], [0.3858, 0.4294, -1.9180], [-0.2695, 1.6354, -0.9775], [-1.3362, 1.1146, 1.0935], [-0.5442, -0.2846, -0.2448], [-1.9189, -0.7151, -0.8325]]
}



(ii)
{
  "formula": "C3H11N2OS",
  "method": "ωB97M-V/def2-TZVPD",
  "lumo_ev": 4.01,
  "charge": -1,
  "gap_ev": 6.5732,
  "symbols": ["H", "C", "S", "H", "N", "H", "H", "C", "H", "N", "H", "H", "H", "O", "H", "C", "H", "H"],
  "positions_angstrom": [[0.8609, -1.8267, 1.3831], [1.3589, -0.4641, -0.0270], [-1.0210, 2.8213, -0.1898], [-0.9109, -1.0075, 1.5463], [1.0212, -1.8603, 0.3487], [1.1023, 2.3008, -0.1853], [1.9239, -0.5100, -0.9625], [0.0391, 0.4369, -0.1612], [0.1618, -2.2617, -0.1441], [-0.7888, -0.3001, -1.0805], [0.4732, 1.9002, -1.8661], [-2.3265, -0.2702, 1.6555], [-1.7598, 0.1108, -0.9898], [-1.7417, -1.0170, 1.9354], [-0.3843, -0.2456, -2.0554], [0.3733, 1.7783, -0.6846], [2.0500, -0.1241, 0.7144], [-0.4316, 0.5393, 0.7631]]
}



Most stable: (i) (next structure +21.3 kcal/mol)